Entry 1:
{
  "formula": "C8H7ClN2",
  "method": "ωB97M-V/def2-TZVPD",
  "homo_energy_ha": [-0.2750, -0.2749],
  "spin_multiplicity": 1,
  "total_charge": 0,
  "orbital_gap_ha": [0.264, 0.263],
  "symbols": ["C", "C", "C", "C", "C", "C", "C", "C", "N", "N", "Cl", "H", "H", "H", "H", "H", "H", "H"],
  "xyz": [[-1.9727, 1.9888, 0.1033], [-0.5829, 2.1409, 0.3609], [-2.2483, 0.7211, -0.5048], [0.3704, 1.2179, 0.0651], [-1.2886, -0.2034, -0.9379], [0.0616, 0.0643, -0.6357], [1.1032, -0.8431, -0.9889], [1.2803, -2.0907, 1.0632], [1.9375, -1.1326, -1.8037], [1.0220, -1.5837, 2.1195], [2.7523, -2.9752, 0.6966], [-2.7154, 2.6822, 0.5789], [-0.2320, 2.9489, 0.8563], [-3.2629, 0.4389, -0.6195], [1.4660, 1.4406, 0.2581], [-1.6894, -0.9525, -1.5825], [2.5780, -1.8495, -1.9589], [1.4208, -2.0130, 2.9299]],
  "forces_ev_per_a": [[1.6, -2.1, 0.5], [-2.4, -0.9, -0.7], [0.1, 1.5, 0.6], [2.2, -0.2, -0.5], [0.0, 2.0, 0.6], [-1.2, -0.2, -0.5], [0.9, -2.2, 1.6], [0.7, 1.6, -5.1], [-1.9, 2.0, -0.2], [-1.9, 0.7, 2.2], [0.8, -1.2, 0.1], [0.7, -0.9, -1.0], [0.8, 2.8, 1.5], [-0.9, -0.1, -0.4], [-1.6, -0.3, 0.0], [0.4, -1.0, 0.0], [1.1, -1.4, 0.5], [0.7, 0.0, 0.9]],
  "mulliken_charge": [-0.667, -0.360, -0.244, -0.328, -0.594, 0.987, -0.261, 0.022, -0.354, -0.365, -0.236, 0.327, 0.441, 0.381, 0.271, 0.392, 0.339, 0.249]
}


Entry 2:
{
  "formula": "C8H7CrN2O5S",
  "method": "ωB97M-V/def2-TZVPD",
  "homo_energy_ha": [-0.6408, -0.6433],
  "spin_multiplicity": 4,
  "total_charge": 2,
  "orbital_gap_ha": [0.233, 0.230],
  "symbols": ["O", "C", "Cr", "O", "C", "C", "O", "C", "O", "C", "O", "H", "S", "C", "N", "C", "C", "N", "H", "H", "H", "H", "H", "H"],
  "xyz": [[-0.0318, 3.7930, -4.0045], [0.0093, 3.4658, -2.9095], [0.0979, -0.3423, 0.3428], [-0.1825, 2.0702, 2.1694], [-0.0685, 1.1188, 1.4608], [-0.0877, -3.9235, -0.5507], [-0.0745, -4.9420, -1.0833], [1.8038, -0.3775, -0.3663], [2.9534, -0.2484, -0.6079], [-1.6551, -0.3633, -0.2624], [-2.8117, -0.1697, -0.3367], [0.1798, 1.0594, -0.2242], [0.0572, -1.9714, 1.8152], [-0.0131, -1.2432, 3.3920], [1.0638, -0.8900, 4.1067], [0.7435, 0.1620, 5.0642], [-0.7831, 0.2989, 4.9307], [-1.1218, -0.7854, 3.9901], [1.9921, -1.0193, 3.7350], [1.2546, 1.1055, 4.8196], [1.0315, -0.1536, 6.0703], [-1.0561, 1.2997, 4.5357], [-1.3144, 0.1290, 5.8788], [-2.0254, -0.8123, 3.5291]],
  "forces_ev_per_a": [[0.1, -0.7, 2.7], [-0.1, 0.7, -2.6], [-0.7, -2.7, 1.1], [0.8, -5.4, -4.1], [-1.3, 6.7, 5.1], [0.1, -3.2, -2.1], [-0.1, 3.3, 1.8], [11.2, 0.8, -2.9], [-6.9, -0.8, 1.2], [-9.7, 2.1, -0.8], [6.3, -1.4, 0.0], [0.1, 1.3, -0.9], [0.3, -1.4, 1.0], [-0.1, 1.5, 1.4], [-0.5, -0.2, -1.6], [0.1, 0.2, 1.0], [-0.5, 0.3, 0.8], [0.4, 0.2, -1.2], [0.1, -0.2, 0.1], [0.0, -0.5, 0.0], [0.0, 0.1, -0.2], [-0.1, -0.7, 0.1], [0.3, 0.2, -0.3], [0.2, -0.2, 0.2]],
  "mulliken_charge": [-0.136, 0.142, -0.477, -0.200, 0.365, 0.109, -0.096, 0.572, -0.128, 0.577, -0.116, 0.507, -0.096, 0.132, -0.039, -0.376, -0.394, -0.072, 0.263, 0.280, 0.323, 0.248, 0.332, 0.282]
}


Relative energy (zero: lowest compared OMol25 entry of this formula, charge and spin)? In order: 65.6 50.7 kcal/mol.